Density functional theory data (ωB97M-V/def2-TZVPD) for the ion C5H12NO with charge -1 at a distorted geometry.

Each line ends with the natural charge from an NBO analysis.
CARTESIAN COORDINATES (ANGSTROEM)
C: 0.351 -0.448 -1.709  -0.6514
C: 0.153 -0.429 -0.155  -0.1166
C: -1.013 -1.393 0.493  0.0061
O: -0.507 -2.567 0.869  -0.9605
N: 0.148 0.875 0.504  -0.4287
C: -0.722 1.827 -0.312  -0.4274
C: 1.505 1.652 0.629  -0.4583
H: 0.472 -1.490 -1.952  0.2267
H: -0.594 -0.174 -2.237  0.1817
H: 1.164 0.211 -1.967  0.1831
H: 0.986 -0.906 0.265  0.1963
H: -1.393 -0.828 1.322  0.0933
H: -1.774 -1.457 -0.257  0.0630
H: -0.437 2.024 -1.383  0.1505
H: -0.723 2.881 0.146  0.1698
H: -1.676 1.499 -0.492  0.1932
H: 2.120 1.671 -0.335  0.1792
H: 1.350 2.672 1.090  0.1879
H: 1.887 1.055 1.649  0.2120

Atoms 1-3, force components in eV/Å:
C -2.0 0.0 1.4
C -0.6 -0.2 0.1
C 2.3 0.0 -0.6

DFT total energy: -327.60107 hartree
HOMO: -2.1 eV
lowest unoccupied orbital energy: 3.8 eV
Kohn-Sham gap: 5.86 eV
total charge: -1
molar mass: 102.16 g mol⁻¹
energy relative to the best compared isomer or geometry (same formula, charge and spin): 59.60 kcal per mole
structure (SMILES): C[C@H](C[O-])N(C)C